Formula: C44H63N4O4S2SeW
Source: the OMol25 dataset
Level of theory: wB97M-V/def2-TZVPD

Geometry as ORCA input:
```
! wB97M-V def2-TZVPD RIJCOSX def2/J DEFGRID3
* xyz 1 1
W -0.973 -0.353 1.491
C 0.296 -4.989 3.848
N 0.453 -4.325 2.551
C 0.883 -5.256 1.500
C 1.312 -3.134 2.660
C 1.361 -2.453 1.301
N 1.153 -0.932 1.272
C 1.562 -0.444 -0.123
C 0.973 -1.248 -1.269
C 1.804 -1.691 -2.323
C 1.337 -2.647 -3.213
C 0.098 -3.178 -2.976
C -0.758 -2.787 -1.974
C -0.308 -1.757 -1.141
O -1.069 -1.348 -0.079
C -2.093 -3.554 -1.687
C -2.137 -4.813 -2.550
C -3.329 -2.694 -1.940
C -2.124 -4.030 -0.240
C 2.117 -3.165 -4.368
C 2.435 -4.685 -4.220
C 1.275 -3.010 -5.688
C 3.488 -2.511 -4.544
C 2.081 -0.276 2.261
C 1.898 1.192 2.301
C 2.915 1.972 1.815
C 2.695 3.267 1.455
C 1.515 3.851 1.959
C 0.492 3.129 2.618
C 0.695 1.739 2.683
O -0.354 0.829 2.846
C -0.816 3.782 3.155
C -0.982 3.298 4.642
C -0.751 5.298 3.216
C -2.053 3.434 2.346
C 3.670 4.054 0.625
C 4.848 4.561 1.467
C 3.035 5.246 -0.079
C 4.204 3.113 -0.454
H 1.244 -5.426 4.215
H -0.427 -5.806 3.755
H -0.095 -4.329 4.644
H 1.893 -5.673 1.652
H 0.785 -4.900 0.431
H 0.163 -6.098 1.553
H 2.334 -3.338 2.989
H 0.802 -2.563 3.392
H 0.579 -2.938 0.695
H 2.319 -2.637 0.792
H 2.638 -0.473 -0.137
H 1.237 0.594 -0.171
H 2.784 -1.235 -2.408
H -0.239 -3.895 -3.698
H -2.194 -4.554 -3.586
H -3.032 -5.391 -2.302
H -1.242 -5.425 -2.415
H -3.332 -2.289 -2.940
H -3.383 -1.888 -1.194
H -4.209 -3.307 -1.781
H -1.140 -4.375 0.081
H -2.814 -4.861 -0.152
H -2.382 -3.240 0.446
H 1.506 -5.236 -4.210
H 3.030 -4.941 -3.311
H 3.024 -5.061 -5.089
H 0.313 -3.482 -5.548
H 1.726 -3.490 -6.543
H 1.121 -1.990 -5.940
H 4.076 -2.799 -3.668
H 3.387 -1.431 -4.613
H 3.944 -2.978 -5.417
H 3.152 -0.560 2.080
H 1.880 -0.700 3.228
H 3.905 1.497 1.603
H 1.284 4.916 1.841
H -0.118 3.584 5.280
H -1.188 2.235 4.730
H -1.899 3.829 5.026
H 0.088 5.656 3.843
H -1.666 5.727 3.660
H -0.707 5.754 2.221
H -2.326 2.386 2.385
H -1.902 3.630 1.267
H -2.907 4.012 2.691
H 4.490 5.247 2.217
H 5.527 5.091 0.838
H 5.376 3.739 1.912
H 2.694 5.999 0.624
H 2.170 4.907 -0.666
H 3.743 5.704 -0.787
H 4.634 2.183 -0.062
H 5.027 3.548 -1.062
H 3.490 2.755 -1.213
O -3.673 3.154 -1.848
C -2.416 3.501 -2.105
C -2.119 4.568 -2.961
C -0.798 4.892 -3.219
C 0.262 4.220 -2.601
C -0.023 3.204 -1.749
C -1.338 2.833 -1.414
C -1.605 1.735 -0.459
O -0.629 1.267 0.289
N -2.806 1.236 -0.283
N -2.860 0.449 0.873
C -4.109 0.276 1.210
S -5.285 0.701 0.026
C -6.669 -0.020 1.022
C -6.410 0.283 2.460
S -4.662 -0.174 2.804
H -3.693 2.282 -1.409
H -2.902 5.162 -3.375
H -0.598 5.678 -3.937
H 1.300 4.445 -2.829
H 0.741 2.623 -1.218
H -6.743 -1.104 0.850
H -7.566 0.467 0.725
H -7.024 -0.303 3.134
H -6.528 1.340 2.760
Se -1.858 -1.889 2.936
*
```

Output
HOMO level (alpha / beta), eV: -10.680 / -10.680
Kohn-Sham gap (alpha / beta), eV: 6.82 / 6.81
Relative energy (zero: lowest compared OMol25 entry of this formula, charge and spin), kJ/mol: 0.0